Entry 1:
A molecular structure, C12H24As2F12O12Tl. Source: the Open Molecules 2025 dataset; level of theory: the ωB97M-V functional and the def2-TZVPD basis.

Results
E_tot = -196376.609 eV
Frontier orbital gap = 4.37 eV

The geometry in ORCA input format:
```
! RIJCOSX wB97M-V def2-TZVPD def2/J DEFGRID3
* xyz 1 1
Tl 0.55714 -0.78850 0.13530
As 2.50832 1.15503 -3.37913
As -1.31725 -4.57881 0.43612
F 1.41586 0.53030 -2.07943
F 1.13045 2.03876 -3.93162
F -0.62697 -3.06388 -0.27674
F 3.00872 2.40549 -2.31116
F 0.28681 -5.11983 0.79290
F -1.10691 -5.18530 -1.18310
F -1.96067 -6.04655 1.00483
F 2.05849 -0.16751 -4.41106
F -2.86392 -3.95336 0.04739
F 3.51028 1.74573 -4.63929
F 3.77701 0.15213 -2.75829
F -1.35715 -3.76346 1.96551
O -2.98808 2.00279 0.29506
O 1.32276 3.74904 -0.59311
O -1.52249 -1.23955 4.56195
O 0.79919 1.95908 0.55741
O -2.36632 2.75842 -1.66815
O -0.76787 -0.61594 2.54108
O -1.34277 0.99826 -0.81836
O 0.42183 3.98018 1.41950
O -2.42101 0.46236 3.51546
O 1.78537 -3.09570 -0.87470
O 2.83605 -4.50927 -2.25844
O 2.91422 -2.36682 -2.60985
C -1.34451 2.91928 -2.67690
C 3.73541 -2.57931 -3.76618
C -0.14444 3.50463 2.63346
C -0.57081 -2.30639 4.60861
C -3.89370 3.11504 0.43476
C 2.22241 -5.64564 -1.59663
C -1.52891 -0.50253 3.48203
C -2.22817 1.84271 -0.73632
C 0.78985 3.18216 0.44708
C 1.36660 5.16358 -0.76601
C 2.51093 -3.32151 -1.85241
C -3.20038 0.63864 4.71604
H -2.56000 0.94298 5.54186
H 0.32570 4.01149 3.46893
H 3.11601 -2.66609 -4.65046
H -1.31911 2.02472 -3.29778
H -3.29300 4.01160 0.30541
H 1.59057 5.65039 0.18610
H -0.37044 3.13756 -2.25781
H 1.15897 -5.77446 -1.79730
H -4.34300 3.04430 1.41948
H 4.41483 -3.42800 -3.65965
H 2.74807 -6.53381 -1.92543
H -0.73878 -3.02998 3.81418
H -0.01795 2.43163 2.78702
H -1.22487 3.64190 2.63757
H -0.61517 -2.86648 5.53715
H 4.42862 -1.74310 -3.80502
H -3.83803 -0.20081 4.96798
H 2.28819 -5.50283 -0.52019
H 2.19889 5.43459 -1.40606
H -3.79809 1.51479 4.47277
H -4.72153 3.06554 -0.26957
H 0.43720 5.60827 -1.11598
H -1.71119 3.67840 -3.36276
H 0.43873 -1.90637 4.52199
*
```

Entry 2:
A molecular structure, C12H24AuB11Br6NS. Source: the Open Molecules 2025 dataset; level of theory: the ωB97M-V functional and the def2-TZVPD basis.

Results
E_tot = -456548.461 eV
Frontier orbital gap = 5.86 eV

The geometry in ORCA input format:
```
! RIJCOSX wB97M-V def2-TZVPD def2/J DEFGRID3
* xyz 1 1
Au 0.12464 1.05261 -0.19789
Br 0.58966 -0.14441 1.98503
Br 1.72098 -3.18271 3.98237
Br 1.92503 -3.52755 0.17460
Br -1.04268 -1.41470 -1.21586
Br -3.31588 -0.31779 1.74113
Br -1.48302 -1.28923 4.92829
S -1.98402 2.26556 0.37920
N 1.37454 3.58756 -2.43798
C 3.38403 1.19229 -2.81482
C -2.05959 -4.62119 1.88659
C 1.11178 2.26482 -2.46851
C 2.20753 1.31694 -2.09792
C 4.32894 0.26853 -2.38531
C 0.35469 4.47757 -2.97242
C -1.41472 3.92837 0.77892
C 4.08904 -0.49788 -1.25498
C -2.75646 2.52183 -1.22452
C 1.97266 0.54048 -0.97409
C 2.10739 4.08807 -1.28612
C 2.90774 -0.37028 -0.52932
B -1.38434 -2.38867 3.33213
B -1.19295 -2.47649 0.46011
B -1.17260 -4.24439 0.48978
B -0.37320 -4.74110 2.00304
B -2.20907 -1.91122 1.82328
B 0.22157 -3.35877 1.10178
B 0.12020 -3.27652 2.88853
B -0.42506 -1.89410 1.92161
B -2.76532 -3.32222 2.70684
B -2.65865 -3.35589 0.92841
B -1.34526 -4.15701 3.36773
H 4.82506 -1.22067 -0.92631
H 0.52883 1.97123 -3.34201
H -0.83271 3.85362 1.69590
H -3.81271 -3.41396 3.23554
H 2.75098 -0.98006 0.34647
H -1.16571 -4.94791 -0.45391
H 0.78349 5.46395 -3.13131
H -2.06827 2.95067 -1.95165
H -3.61711 3.17558 -1.09511
H -0.49089 4.57509 -2.28377
H 0.18218 2.02895 -1.54743
H -1.45205 -4.81923 4.33469
H 3.56470 1.80600 -3.69023
H -0.80546 4.36492 -0.00828
H 0.16998 -5.78318 2.06152
H 1.55012 3.85425 -0.36054
H -0.00368 4.09683 -3.92689
H -3.62843 -3.47201 0.27101
H 5.25433 0.14799 -2.93336
H 2.22324 5.16439 -1.37065
H -2.28851 4.55015 0.96476
H -3.09979 1.54581 -1.56646
H -2.61208 -5.54796 1.87558
H 3.08694 3.62302 -1.21720
*
```

Entry 3:
A molecular structure, C12H24B2ClEuF4N6O8. Source: the Open Molecules 2025 dataset; level of theory: the ωB97M-V functional and the def2-TZVPD basis.

Results
E_tot = -82210.125 eV
Frontier orbital gap (alpha / beta) = 7.19 / 7.21 eV

The geometry in ORCA input format:
```
! RIJCOSX wB97M-V def2-TZVPD def2/J DEFGRID3
* xyz 2 7
Eu -0.85034 0.21651 -0.11014
Cl -2.29878 1.53030 1.65005
F -0.52053 -4.00956 0.28178
F 3.70636 1.27894 1.40602
F 3.62888 3.56137 1.07861
F 1.41608 -2.76894 0.60527
O 2.27439 2.20713 -0.21810
O -0.02040 -2.32405 -1.26611
O -0.71138 -1.75068 1.02345
O -2.91395 2.42456 2.54577
O -0.82127 1.74550 1.57762
O -2.45969 0.12854 1.98098
O -2.74035 1.67610 0.26635
O 1.73790 1.69295 3.22021
N 1.79662 0.92057 -0.46355
N 0.64850 -1.10781 -1.37553
N 1.25170 0.73907 3.56829
N 0.05222 -0.94364 1.82864
N -2.84439 -0.89105 -1.11661
N -0.60444 2.23204 -1.68830
C -2.05533 1.66299 -3.63835
C 0.01058 -1.24743 3.05003
C 2.76905 -2.28700 -1.83589
C -1.81810 2.62164 -2.48325
C 2.49752 0.25318 -1.29144
C 3.76712 0.67260 -1.95030
C 1.90951 -1.11875 -1.52063
C -3.33302 -0.16272 -2.32837
C -2.15512 0.18389 -3.25865
C 0.77195 -0.50028 5.51105
C -0.70847 -2.43023 3.61017
C 0.70345 -0.30198 4.00536
B 0.12153 -2.83458 0.12094
B 3.26908 2.34319 0.73305
H -1.70175 3.62684 -2.87806
H 3.78190 0.33582 -2.98730
H -0.20758 -0.83221 5.84115
H 3.44278 -2.49062 -1.00074
H 4.61590 0.20175 -1.44573
H 3.38032 -2.06817 -2.71498
H -2.59426 -1.83259 -1.38916
H -1.22095 -0.13024 -2.79031
H 1.52172 -1.26511 5.72680
H -3.61349 -0.99448 -0.46758
H 0.18622 2.26164 -2.31759
H 1.03391 0.42067 6.02737
H 2.16554 -3.16837 -2.01948
H -2.66602 2.64203 -1.81079
H -4.05948 -0.76432 -2.86040
H -3.83713 0.73857 -1.99357
H -1.77158 -2.18407 3.70288
H -0.43337 2.97922 -1.02297
H -0.32664 -2.73913 4.57968
H -2.97369 1.97629 -4.14050
H 3.90201 1.74957 -1.92368
H -2.22453 -0.39256 -4.17850
H -0.62551 -3.25923 2.91665
H -1.25117 1.77632 -4.37163
*
```

For the records above, the corresponding max |F| values read 2.6, 1.6, 2.8 eV/A.
For the records above, the corresponding M values read 942.515, 1009.721, 665.391 g/mol.